DFT (the ωB97M-V functional and the def2-TZVPD basis) results for a 2-piece molecular cluster, C3H7NO overall.

The spin multiplicity is 1. The calculation puts the largest force on an atom at 1.23 eV/Å. The value obtained for the energy relative to the best compared isomer or geometry (same formula, charge and spin) is 102.2 kcal per mole. For the calculated total energy, the calculation gives -6758.3200 eV.

Structure (XYZ):
```
12
C3H7NO | the Open Molecules 2025 dataset | the ωB97M-V functional and the def2-TZVPD basis
C -0.285 -0.115 0.922
C 0.552 -0.658 -1.739
C 0.249 0.738 -0.026
N -0.986 0.379 1.986
O 0.022 1.889 -0.373
H -1.164 1.372 1.986
H -1.060 -0.145 2.842
H -0.020 -1.161 0.936
H 1.153 0.061 -0.592
H -0.431 -0.377 -2.092
H 0.635 -1.703 -1.464
H 1.336 -0.281 -2.387
```



DFT (the ωB97M-V functional and the def2-TZVPD basis) results for one molecule with the formula C4H6N2O2.

The spin multiplicity is 1. The calculation puts the largest force on an atom at 5.70 eV/Å. The value obtained for the energy relative to the best compared isomer or geometry (same formula, charge and spin) is 114.6 kcal per mole. For the calculated total energy, the calculation gives -11316.0710 eV.

Structure (XYZ):
```
14
C4H6N2O2 | the Open Molecules 2025 dataset | the ωB97M-V functional and the def2-TZVPD basis
C -1.134 1.668 0.263
C 2.007 0.075 0.234
C -0.394 -0.692 0.088
C 0.933 -0.365 -0.527
N -0.820 0.479 0.909
N -0.869 2.096 -0.822
O 2.080 -0.163 1.428
O 3.158 0.650 -0.307
H -1.448 2.370 1.093
H -0.860 -1.120 -0.745
H -0.209 -1.601 0.705
H 0.987 -0.408 -1.588
H -0.479 0.599 1.790
H 3.365 0.680 -1.295
```



DFT (the ωB97M-V functional and the def2-TZVPD basis) results for C60H36BrCl4F6N4O2S2W as an isolated structure.

The spin multiplicity is 3. The calculation puts the largest force on an atom at 1.93 eV/Å. As for the total charge: -1. For the calculated total energy, the calculation gives -232797.2509 eV.

Structure (XYZ):
```
116
C60H36BrCl4F6N4O2S2W | the Open Molecules 2025 dataset | the ωB97M-V functional and the def2-TZVPD basis
W 0.423 -0.324 0.112
Cl -5.780 7.689 1.659
C -4.800 6.302 1.283
C -3.733 5.977 2.105
C -2.958 4.870 1.811
C -3.208 4.075 0.681
C -4.318 4.417 -0.106
C -5.106 5.515 0.185
C -2.411 2.900 0.352
C -3.052 1.751 -0.224
C -4.199 1.020 0.072
C -4.095 -0.232 -0.576
C -2.906 -0.215 -1.274
C -1.928 -1.139 -1.951
C -2.383 -1.643 -3.310
C -3.422 -1.019 -3.991
C -3.829 -1.453 -5.243
C -3.181 -2.525 -5.831
Cl -3.683 -3.069 -7.403
C -2.153 -3.175 -5.171
C -1.766 -2.736 -3.915
C -1.706 -2.235 -0.968
N -1.011 -1.915 0.154
C -1.098 -3.038 0.972
C -0.623 -3.063 2.298
C -0.742 -4.309 3.083
C -1.533 -4.362 4.227
C -1.654 -5.533 4.958
C -0.968 -6.660 4.539
Cl -1.122 -8.135 5.449
C -0.168 -6.632 3.410
C -0.061 -5.457 2.684
C -0.042 -1.947 2.848
C 0.494 -1.797 4.160
C 1.151 -0.610 4.194
C 0.991 -0.008 2.913
N 0.247 -0.820 2.100
C 1.457 1.271 2.549
C 0.817 2.059 1.602
C 0.914 3.491 1.548
C -0.238 3.934 0.998
C -1.052 2.794 0.670
N -0.311 1.626 0.913
C 2.439 1.908 3.472
C 3.767 1.495 3.497
C 4.671 2.071 4.377
C 4.235 3.049 5.254
Cl 5.357 3.758 6.379
C 2.913 3.466 5.262
C 2.026 2.898 4.361
C -1.840 -4.035 0.328
C -2.233 -3.516 -0.899
N -2.317 0.982 -1.068
H -3.526 6.578 2.980
H -2.169 4.588 2.493
H -4.557 3.813 -0.973
H -5.953 5.763 -0.441
H -4.985 1.336 0.741
H -4.783 -1.059 -0.507
H -3.926 -0.176 -3.536
H -4.646 -0.959 -5.752
H -1.657 -4.018 -5.633
H -0.974 -3.261 -3.399
H -2.071 -3.475 4.541
H -2.272 -5.572 5.844
H 0.374 -7.518 3.109
H 0.583 -5.419 1.816
H 0.419 -2.531 4.944
H 1.699 -0.184 5.019
H 1.725 4.086 1.936
H -0.516 4.960 0.825
H 4.090 0.704 2.828
H 5.708 1.763 4.382
H 2.583 4.219 5.965
H 0.990 3.211 4.357
H -2.087 -5.002 0.734
H -2.835 -4.001 -1.651
Br 1.446 -2.552 -1.621
C 1.129 -1.541 -3.224
C 1.805 -1.904 -4.374
C 1.526 -1.221 -5.545
C 0.607 -0.186 -5.534
C -0.041 0.186 -4.362
C -1.011 1.278 -4.376
C -1.567 1.745 -3.265
C -1.168 1.206 -1.919
C -0.598 -0.219 -1.928
C 0.214 -0.503 -3.160
H 2.539 -2.698 -4.353
H 2.027 -1.497 -6.464
H 0.383 0.350 -6.449
H -1.260 1.702 -5.343
H -2.282 2.561 -3.286
H -0.485 1.925 -1.477
C 3.454 2.436 -0.255
C 2.849 1.558 -1.355
O 1.797 0.786 -0.950
C 2.366 2.534 -2.471
F 2.117 1.922 -3.638
F 3.253 3.524 -2.720
F 1.228 3.144 -2.087
C 4.031 0.718 -1.977
F 4.999 0.454 -1.082
F 3.617 -0.437 -2.499
F 4.660 1.387 -2.980
H 2.753 3.227 -0.002
H 4.387 2.878 -0.600
H 3.643 1.825 0.625
C 5.265 -2.518 -0.482
O 4.667 -3.212 0.610
C 3.655 -2.658 1.306
S 3.094 -3.599 2.545
S 3.131 -1.091 0.815
H 6.148 -3.099 -0.744
H 5.549 -1.507 -0.197
H 4.588 -2.475 -1.336
```



DFT (the ωB97M-V functional and the def2-TZVPD basis) results for C6H8BCl2CrF6NO18S2 as an isolated structure.

The spin multiplicity is 4. The calculation puts the largest force on an atom at 10.49 eV/Å. The value obtained for the energy relative to the best compared isomer or geometry (same formula, charge and spin) is 134.8 kcal per mole. As for the total charge: -1. For the calculated total energy, the calculation gives -136801.2380 eV.

Structure (XYZ):
```
45
C6H8BCl2CrF6NO18S2 | the Open Molecules 2025 dataset | the ωB97M-V functional and the def2-TZVPD basis
Cr 0.259 -1.135 -0.803
Cl -0.797 -1.480 2.826
O -0.286 -1.398 1.491
O -0.065 -0.606 3.608
O -2.127 -1.081 2.569
O -0.836 -2.889 3.282
Cl -0.300 0.424 -4.138
O -1.184 -0.518 -4.818
O 0.816 0.866 -4.964
O -1.045 1.529 -3.655
O 0.237 -0.274 -2.961
N 2.119 -1.190 -0.384
S 3.593 -0.554 -1.260
O 3.711 -1.090 -2.617
O 4.713 0.082 -0.598
F 2.884 0.783 -1.710
S 3.218 -1.587 0.738
O 3.411 -0.644 1.882
O 4.272 -2.663 0.443
F 2.160 -2.505 1.488
B 0.208 -3.516 -1.791
F -0.796 -2.596 -1.961
F -0.072 -4.838 -1.940
F 1.177 -3.061 -2.608
F 0.534 -3.174 -0.536
C -4.894 0.197 0.653
C -4.329 1.627 0.775
O -3.018 1.337 0.314
C -2.923 0.182 -0.286
O -1.895 -0.407 -0.714
O -4.011 -0.415 -0.227
H -5.946 0.101 0.383
H -4.890 -0.529 1.467
H -4.477 1.843 1.833
H -4.915 2.378 0.244
C 1.182 3.388 1.880
C 2.418 2.612 1.701
O 2.158 2.040 0.419
C 0.838 1.889 0.320
O 0.337 1.061 -0.355
O 0.242 2.668 1.133
H 1.278 4.433 1.587
H 1.100 3.477 2.963
H 2.693 1.921 2.498
H 3.245 3.311 1.830
```



Repeat the first record exactly.
DFT (the ωB97M-V functional and the def2-TZVPD basis) results for a 2-piece molecular cluster, C3H7NO overall.

The spin multiplicity is 1. The calculation puts the largest force on an atom at 1.23 eV/Å. The value obtained for the energy relative to the best compared isomer or geometry (same formula, charge and spin) is 102.2 kcal per mole. For the calculated total energy, the calculation gives -6758.3200 eV.

Structure (XYZ):
```
12
C3H7NO | the Open Molecules 2025 dataset | the ωB97M-V functional and the def2-TZVPD basis
C -0.285 -0.115 0.922
C 0.552 -0.658 -1.739
C 0.249 0.738 -0.026
N -0.986 0.379 1.986
O 0.022 1.889 -0.373
H -1.164 1.372 1.986
H -1.060 -0.145 2.842
H -0.020 -1.161 0.936
H 1.153 0.061 -0.592
H -0.431 -0.377 -2.092
H 0.635 -1.703 -1.464
H 1.336 -0.281 -2.387
```



Copy entry 4 word for word.
DFT (the ωB97M-V functional and the def2-TZVPD basis) results for C6H8BCl2CrF6NO18S2 as an isolated structure.

The spin multiplicity is 4. The calculation puts the largest force on an atom at 10.49 eV/Å. The value obtained for the energy relative to the best compared isomer or geometry (same formula, charge and spin) is 134.8 kcal per mole. As for the total charge: -1. For the calculated total energy, the calculation gives -136801.2380 eV.

Structure (XYZ):
```
45
C6H8BCl2CrF6NO18S2 | the Open Molecules 2025 dataset | the ωB97M-V functional and the def2-TZVPD basis
Cr 0.259 -1.135 -0.803
Cl -0.797 -1.480 2.826
O -0.286 -1.398 1.491
O -0.065 -0.606 3.608
O -2.127 -1.081 2.569
O -0.836 -2.889 3.282
Cl -0.300 0.424 -4.138
O -1.184 -0.518 -4.818
O 0.816 0.866 -4.964
O -1.045 1.529 -3.655
O 0.237 -0.274 -2.961
N 2.119 -1.190 -0.384
S 3.593 -0.554 -1.260
O 3.711 -1.090 -2.617
O 4.713 0.082 -0.598
F 2.884 0.783 -1.710
S 3.218 -1.587 0.738
O 3.411 -0.644 1.882
O 4.272 -2.663 0.443
F 2.160 -2.505 1.488
B 0.208 -3.516 -1.791
F -0.796 -2.596 -1.961
F -0.072 -4.838 -1.940
F 1.177 -3.061 -2.608
F 0.534 -3.174 -0.536
C -4.894 0.197 0.653
C -4.329 1.627 0.775
O -3.018 1.337 0.314
C -2.923 0.182 -0.286
O -1.895 -0.407 -0.714
O -4.011 -0.415 -0.227
H -5.946 0.101 0.383
H -4.890 -0.529 1.467
H -4.477 1.843 1.833
H -4.915 2.378 0.244
C 1.182 3.388 1.880
C 2.418 2.612 1.701
O 2.158 2.040 0.419
C 0.838 1.889 0.320
O 0.337 1.061 -0.355
O 0.242 2.668 1.133
H 1.278 4.433 1.587
H 1.100 3.477 2.963
H 2.693 1.921 2.498
H 3.245 3.311 1.830
```



calculated total energy of number 3 (C60H36BrCl4F6N4O2S2W)? -232797.2509 eV



The lowest calculated total energy belongs to which entry? C60H36BrCl4F6N4O2S2W